Record 1
6
Properties=species:S:1:pos:R:3:lowdin_charge:R:1 method="wB97M-V/def2-TZVPD" energy_ha=-755.28931 gap_ev=7.3 relative_energy_ev=0.000 total_charge=+1 e_lumo_ha=-0.210
C 0.139 0.414 0.414 -0.24
H 0.389 -0.230 1.291 0.00
C -0.083 -0.080 -0.816 -0.36
H -0.271 0.663 -1.601 0.01
H -0.100 1.432 0.766 0.07
Ca -0.075 -2.199 -0.054 1.52

Record 2
9
Properties=species:S:1:pos:R:3:lowdin_charge:R:1 method="wB97M-V/def2-TZVPD" smiles=FC(Cl)(Cl)CS energy_ha=-1496.43351 gap_ev=10.4 relative_energy_ev=0.101 e_lumo_ha=0.022
C -0.539 0.032 0.563 -0.67
C 0.868 0.195 -0.010 -1.22
H -1.458 -0.862 -1.261 -0.14
H -0.740 0.828 1.361 0.11
H -0.565 -0.975 0.945 0.06
F 1.808 0.141 1.010 -0.09
S -1.864 0.213 -0.567 0.73
Cl 1.293 -1.243 -1.053 0.60
Cl 1.196 1.670 -0.988 0.61

Record 3
8
Properties=species:S:1:pos:R:3:lowdin_charge:R:1 method="wB97M-V/def2-TZVPD" smiles="Cl[C@@H]1C=N1.Cl" energy_ha=-1053.02900 gap_ev=10.3 relative_energy_ev=2.558 e_lumo_ha=-0.012
C -0.640 -0.440 0.078 -0.72
C -0.291 0.805 0.643 -0.12
N 0.112 0.690 -0.479 0.00
Cl -2.288 -0.893 -0.376 0.60
Cl 2.264 -0.852 -0.463 0.13
H 0.007 -1.278 0.162 0.01
H -0.606 1.562 1.336 0.14
H 1.443 0.406 -0.901 -0.03

Record 4
9
Properties=species:S:1:pos:R:3:lowdin_charge:R:1 method="wB97M-V/def2-TZVPD" energy_ha=-1107.30181 gap_ev="7.7 / 7.9" relative_energy_ev=6.077 total_charge=+1 e_lumo_ha="-0.222 / -0.208"
C -0.351 -0.541 -0.741 -0.14
C 0.755 -0.384 -0.295 -0.22
N -3.104 0.982 0.531 -0.86
N 2.095 -0.310 0.097 0.22
Cl -2.257 -0.310 0.011 0.80
Cl -4.121 1.516 -0.644 0.62
H 1.766 0.001 1.068 0.22
H 2.812 0.289 -0.279 0.19
H 2.406 -1.243 0.252 0.17